# C7H11N2OS

The ion C7H11N2OS with charge -1 at a distorted geometry (ωB97M-V/def2-TZVPD, the OMol25 dataset).

Element x y z (Å)
C  1.045  -1.973  1.392
C  1.679  -1.971  0.283
C  0.266  -0.878  2.010
C  -0.821  0.277  -2.701
C  -0.654  1.332  1.888
C  -0.380  -0.093  -1.317
C  0.522  0.993  -0.671
N  1.253  0.626  0.509
N  0.394  0.389  1.526
O  -0.447  -1.075  3.023
S  2.390  -2.352  -1.092
H  1.002  -2.982  1.951
H  -1.414  -0.621  -3.152
H  -1.612  1.025  -2.496
H  -0.062  0.678  -3.363
H  -1.020  1.066  2.988
H  -0.319  2.244  1.657
H  -1.540  1.328  1.259
H  -0.031  -1.063  -1.060
H  -1.256  -0.070  -0.669
H  1.165  1.306  -1.469
H  -0.160  1.813  -0.495

* charge: -1
* highest occupied orbital energy (spin up / spin down): -1.1943 / -3.5996 eV
* strongest force on any atom: 4.63 eV Å⁻¹
* multiplicity: 3